Entry from the Open Molecules 2025 dataset: 2 unconnected molecules or ions with the total composition C7H18O (the ωB97M-V functional and the def2-TZVPD basis).

Properties
SMILES   CCCC.CCOC
Orbital gap   10.835 eV
ΔE to the lowest compared entry with this formula, charge and spin   0.421 eV
E_HOMO   -9.88 eV
E_tot   -9597.9171 eV

Geometry (Å):
O (1.9049, -1.5912, 0.6334)
C (0.3607, 3.1999, 3.4678)
C (2.1487, -2.3212, 1.8253)
C (0.5333, 2.8232, 4.9389)
C (0.8302, -2.5254, 2.5384)
C (3.0995, -1.3658, -0.0824)
C (1.5228, 3.7158, 1.2679)
C (1.6953, 3.3392, 2.7390)
H (2.8582, -1.7617, 2.4649)
H (0.3743, -1.5525, 2.7879)
H (-0.2450, 2.4264, 2.9578)
H (0.9845, -3.0915, 3.4723)
H (2.6150, -3.2938, 1.5763)
H (3.8220, -0.7780, 0.5086)
H (1.0644, 1.8602, 5.0228)
H (0.1305, -3.0878, 1.8975)
H (2.5016, 3.8092, 0.7682)
H (0.9917, 4.6789, 1.1841)
H (-0.1873, 4.1589, 3.3946)
H (0.9338, 2.9427, 0.7463)
H (1.1223, 3.5963, 5.4605)
H (-0.4456, 2.7299, 5.4387)
H (3.5782, -2.3133, -0.3818)
H (2.8446, -0.7974, -0.9926)
H (2.2433, 2.3801, 2.8122)
H (2.3011, 4.1127, 3.2490)

Atomic forces in eV per Å
0.283 -0.092 0.093
-0.171 0.017 -0.079
0.053 0.005 -0.025
-0.058 -0.003 0.036
-0.266 -0.055 0.162
-0.015 0.224 -0.379
0.047 -0.003 -0.044
0.169 -0.022 0.073
-0.154 -0.155 -0.157
0.160 -0.386 -0.098
0.147 0.362 0.162
-0.073 0.211 -0.342
-0.093 0.247 0.075
-0.145 -0.129 -0.081
-0.174 0.335 0.077
0.262 0.232 0.262
-0.412 -0.013 0.110
0.178 -0.336 -0.076
0.118 -0.404 -0.028
0.203 0.320 0.094
-0.197 -0.324 -0.087
0.415 0.013 -0.109
-0.099 0.167 0.090
0.084 -0.248 0.406
-0.120 0.396 0.025
-0.141 -0.359 -0.160

These are the natural (NBO) partial charges, in e, on atoms 1 to 2: atom 1 (O): -0.5416, atom 2 (C): -0.3931


Entry from the Open Molecules 2025 dataset: a single C8H13NO3S molecule in a non-equilibrium geometry (the ωB97M-V functional and the def2-TZVPD basis).

Properties
SMILES   CC1=CC[C@@](C)(N)C(S(=O)(=O)O)=C1
Orbital gap   8.728 eV
ΔE to the lowest compared entry with this formula, charge and spin   2.759 eV
E_HOMO   -8.90 eV
E_tot   -26972.5116 eV

Geometry (Å):
S (-1.8967, -0.3237, -2.4723)
O (-1.4355, -1.3792, -3.3333)
O (-1.4729, 1.0957, -3.2266)
O (-3.2916, -0.3157, -2.1339)
N (0.9184, 0.0841, -2.4738)
C (0.6198, -0.6660, 1.3758)
C (-0.7365, -0.8637, 1.3877)
C (1.3101, -0.4014, 0.0377)
C (-1.5330, -1.2325, 2.6095)
C (0.2578, 1.7929, -0.7500)
C (-0.9429, -0.3021, -1.0119)
C (0.4437, 0.2947, -1.1151)
C (-1.4783, -0.7201, 0.1607)
H (0.4045, -0.7895, -2.7440)
H (-0.3966, 2.2287, 0.0049)
H (2.2432, 0.1828, 0.1991)
H (1.6311, -1.4282, -0.4771)
H (-2.4715, -0.8532, 2.6739)
H (1.9393, -0.0140, -2.4847)
H (1.2100, 2.2458, -0.4961)
H (-0.5429, 1.0748, -3.4241)
H (-0.9243, -0.8342, 3.5247)
H (-1.5952, -2.3047, 2.5332)
H (-2.5585, -1.0988, 0.0928)
H (1.1949, -0.6985, 2.2492)
H (-0.0069, 2.2196, -1.6353)

Atomic forces in eV per Å
-0.929 0.800 -1.122
0.331 0.045 0.209
-2.753 -1.250 1.399
0.791 0.632 -0.323
0.037 -0.712 0.390
-2.604 0.185 -2.491
1.488 1.103 0.451
0.626 -1.489 -1.712
4.568 0.030 1.146
1.736 -0.128 0.952
-0.107 -0.051 1.258
-0.594 0.076 3.329
-1.584 -0.977 -2.368
1.687 0.656 -0.421
-0.445 -1.199 0.244
-0.557 -0.335 -0.221
-0.437 1.726 1.335
-2.777 1.340 -0.139
-0.623 -0.177 -0.226
0.576 -0.095 -0.052
1.430 -0.415 -0.163
-1.210 -1.267 -1.361
-0.112 -0.599 0.773
1.616 0.733 0.367
0.767 -0.210 1.156
-0.922 1.578 -2.408

These are the natural (NBO) partial charges, in e, on atoms 1 to 2: atom 1 (S): 2.3552, atom 2 (O): -0.9365


Entry from the Open Molecules 2025 dataset: a molecular structure, CH2N2O4 in a non-equilibrium geometry (the ωB97M-V functional and the def2-TZVPD basis).

Properties
Orbital gap   10.650 eV
ΔE to the lowest compared entry with this formula, charge and spin   1.846 eV
E_HOMO   -10.56 eV
E_tot   -12234.8045 eV

Geometry (Å):
O (0.9819, -0.6347, -0.7223)
O (1.1723, 0.7569, 1.3674)
O (0.2626, -2.6977, -0.5705)
O (-0.6821, -1.1366, 0.5189)
N (0.1729, -1.5249, -0.3307)
N (-0.4533, 1.4284, -0.2334)
C (0.4152, 0.7402, 0.4719)
H (-1.0255, 0.7964, -0.7712)
H (-0.8438, 2.2720, 0.2700)

Atomic forces in eV per Å
0.203 1.366 -0.603
-1.568 0.397 -1.466
0.647 0.179 -1.290
-0.153 0.640 -0.504
-1.219 -1.619 2.858
-0.284 1.194 0.838
2.494 -1.122 1.366
-0.523 0.497 -0.180
0.403 -1.533 -1.019

These are the natural (NBO) partial charges, in e, on atoms 1 to 2: atom 1 (O): -0.4300, atom 2 (O): -0.4463


Entry from the Open Molecules 2025 dataset: a molecular structure, C16H14Br2NO9Rh in a non-equilibrium geometry (the ωB97M-V functional and the def2-TZVPD basis).

Properties
Orbital gap (alpha / beta)   4.684 / 4.241 eV
ΔE to the lowest compared entry with this formula, charge and spin   2.201 eV
E_HOMO (alpha / beta)   -8.79 / -8.79 eV
E_tot   -179823.9303 eV

Geometry (Å):
Rh (0.4115, -0.1690, -0.7241)
Br (1.2909, 1.5724, -1.9991)
Br (-1.3521, 3.1293, -0.0534)
O (0.0102, -3.2895, 1.9268)
O (2.1947, -0.7845, -0.0730)
O (0.2555, 0.9669, 1.3633)
O (-6.4824, -1.1283, -6.2227)
O (-0.4858, -1.2606, -2.6618)
O (3.5326, -1.8389, 1.3827)
O (-1.4753, 0.1201, -1.3014)
O (-7.1427, -2.4481, -4.6522)
O (-0.3359, -1.7229, 0.3511)
N (-6.3433, -1.6785, -5.1474)
C (-1.0454, 3.6897, -1.7362)
C (-3.8114, -1.6774, -2.4189)
C (-2.8165, -0.9010, -2.9994)
C (2.6001, -1.1222, 1.0963)
C (-2.9832, -0.3482, -4.2648)
C (1.5306, 1.0161, 2.0335)
C (1.1597, 1.6918, 3.3633)
C (1.8303, -0.4654, 2.3092)
C (-5.1219, -1.3925, -4.3928)
C (-4.1527, -0.5834, -4.9643)
C (-4.9723, -1.9346, -3.1260)
C (0.0041, -2.1526, 1.5102)
C (-1.5222, -0.6861, -2.2902)
C (-0.4498, 0.2233, 2.3785)
C (-0.2569, 1.1177, 3.6163)
C (0.4171, -1.0304, 2.5480)
H (1.8681, 1.4621, 4.1543)
H (-0.3274, 0.5478, 4.5388)
H (-3.6736, -2.0919, -1.4299)
H (0.3081, -1.5202, 3.5121)
H (-1.6027, 3.2227, -2.5371)
H (-0.1245, 4.2293, -1.9128)
H (2.4965, -0.6286, 3.1518)
H (-2.2004, 0.2616, -4.6951)
H (2.2674, 1.5389, 1.4288)
H (-4.3266, -0.1598, -5.9421)
H (-1.0104, 1.9058, 3.6185)
H (-5.7666, -2.5423, -2.7188)
H (1.1319, 2.7721, 3.2216)
H (-1.4798, 0.0466, 2.0780)

Atomic forces in eV per Å
-1.309 -2.091 3.246
0.091 1.733 -0.971
-0.231 0.655 -0.683
-0.410 -0.106 -0.698
0.639 0.027 -1.745
-0.038 -0.169 -1.974
0.013 -0.053 0.096
0.946 0.400 0.946
0.113 0.012 -0.720
-0.728 0.650 -0.088
0.066 0.085 -0.054
-0.578 -0.220 -1.683
-0.337 -0.050 -0.181
1.372 -2.162 0.905
0.013 0.050 -0.037
0.137 -0.014 -0.016
-0.710 0.429 2.245
-0.087 -0.073 0.115
0.842 -0.177 0.985
-0.148 0.217 -0.402
0.686 -0.201 -1.127
0.487 0.150 0.340
-0.166 -0.022 -0.122
-0.199 -0.011 -0.140
1.043 0.992 2.151
-0.025 0.059 -0.044
-0.132 -0.632 1.021
-0.077 0.179 -0.447
-0.672 -0.817 -1.039
0.054 -0.036 -0.042
-0.084 -0.018 -0.020
0.047 -0.013 0.014
0.014 0.262 0.117
-0.300 0.304 -0.040
-0.255 0.493 -0.043
-0.117 0.208 0.131
0.035 -0.041 -0.047
-0.144 -0.027 -0.121
0.032 -0.030 -0.021
0.021 0.026 0.170
0.043 -0.035 0.024
-0.020 0.035 0.138
0.076 0.035 -0.139

These are the natural (NBO) partial charges, in e, on atoms 1 to 2: atom 1 (Rh): 1.3067, atom 2 (Br): -0.3090